Entry 1:
This record from OMol25 describes a 12-piece molecular cluster, CH27O12 overall in a non-equilibrium geometry. The level of theory is wB97M-V/def2-TZVPD.

The electronic energy comes out at -956.52588 Ha. Its largest force on an atom is 1.79 eV/A. The HOMO-LUMO gap is 3.3 eV. Its total charge is +1. The energy above the lowest of the compared OMol25 structures with the same formula, charge and spin is 188.0 kcal per mole. As for the spin multiplicity: 1.

Last column: Mulliken charge in e.
Cartesian coordinates (Å):
H1 0.670 8.512 -1.864  0.322
H2 -2.827 1.304 -5.663  0.301
H3 -4.806 -4.229 1.657  0.323
O1 -4.212 -3.750 2.235  -0.634
H4 1.086 1.486 5.254  0.316
H5 -3.699 4.233 0.597  0.310
O2 0.820 2.350 4.939  -0.630
H6 4.741 1.835 -0.345  0.307
O3 0.316 -4.794 -1.821  -0.594
O4 4.125 -1.959 3.849  -0.618
H7 -3.570 -4.403 2.515  0.311
H8 0.107 1.724 -0.010  0.227
O5 4.233 -1.526 -4.006  -0.603
H9 -0.372 -4.628 -2.469  0.480
H10 0.383 2.178 4.105  0.313
O6 -4.328 4.412 1.296  -0.633
O7 -4.890 -2.268 -2.903  -0.612
H11 -0.707 0.722 -0.987  0.169
O8 1.093 -0.175 -0.216  -0.744
H12 -0.677 -2.795 6.305  0.309
H13 -4.135 -2.474 -3.454  0.283
O9 -3.485 1.850 -5.231  -0.617
O10 -0.253 -2.043 5.890  -0.629
H14 5.973 1.307 0.359  0.303
H15 0.766 -3.986 -1.563  0.457
H16 4.322 -2.051 2.917  0.298
H17 4.751 -2.285 -3.727  0.474
H18 -4.641 -1.465 -2.445  0.328
H19 0.830 7.139 -1.247  0.317
H20 0.961 -5.443 -2.112  0.487
O11 0.170 7.793 -1.477  -0.639
H21 -0.769 0.271 0.630  0.224
H22 3.179 -1.812 3.881  0.319
H23 -3.851 4.969 1.912  0.323
H24 3.751 -1.856 -4.768  0.493
H25 -3.198 1.895 -4.319  0.315
H26 -0.966 -1.575 5.456  0.322
C1 -0.064 0.652 -0.109  -0.545
H27 3.699 -1.223 -3.269  0.475
O12 5.473 2.109 0.208  -0.611

***

Entry 2:
This record from OMol25 describes C9H20AlO5 as an isolated structure in a non-equilibrium geometry. The level of theory is wB97M-V/def2-TZVPD.

The electronic energy comes out at -973.56592 Ha. Its largest force on an atom is 1.87 eV/A. The HOMO-LUMO gap is 7.5 eV. Its total charge is -1. As for the spin multiplicity: 1.

Last column: Mulliken charge in e.
Cartesian coordinates (Å):
H1 -2.695 -0.368 0.812  0.017
H2 1.639 1.859 -1.380  0.426
C1 3.686 -1.760 -0.146  -0.387
H3 -0.592 1.792 -0.873  0.088
O1 1.645 0.796 0.422  -0.199
H4 3.862 -0.124 1.351  0.154
H5 -3.502 -0.170 -2.165  0.260
O2 -4.668 -0.165 0.742  -0.866
H6 3.105 -1.600 2.008  0.238
H7 4.885 -1.548 1.671  0.366
C2 -2.989 1.632 0.058  -0.479
H8 3.383 -2.823 -0.051  0.269
C3 3.881 -1.232 1.314  -0.768
C4 -3.308 -0.728 -1.213  -0.108
H9 4.146 0.228 -1.473  0.308
H10 0.943 2.756 0.790  0.331
O3 2.639 -1.120 -0.850  -0.363
H11 -2.721 1.861 -1.000  0.203
H12 2.672 0.136 -2.489  0.334
H13 3.160 1.977 -0.339  0.256
C5 -3.428 0.137 0.128  0.636
H14 -3.338 -2.350 1.745  -0.231
H15 -3.737 2.339 0.454  0.315
H16 -2.238 -1.060 -1.269  0.055
H17 -0.680 0.250 0.010  0.200
C6 0.648 1.694 0.912  -0.763
H18 -5.909 -2.804 1.018  -0.349
O4 -4.031 -1.939 -1.086  -0.589
H19 0.538 1.468 1.993  0.229
Al1 -4.537 -2.035 0.712  0.462
O5 -1.802 1.811 0.867  -0.393
C7 3.047 0.096 -1.441  -0.534
H20 4.654 -1.685 -0.682  0.343
C8 2.327 1.324 -0.699  -0.471
C9 -0.683 1.355 0.148  0.010

***

Entry 3:
This record from OMol25 describes a 2-piece molecular cluster, C4H9OP overall in a non-equilibrium geometry. The level of theory is wB97M-V/def2-TZVPD.

The electronic energy comes out at -574.32963 Ha. Its largest force on an atom is 2.53 eV/A. The HOMO-LUMO gap is 8.7 eV. The energy above the lowest of the compared OMol25 structures with the same formula, charge and spin is 30.7 kcal per mole. As for the spin multiplicity: 1. As for the structure (SMILES): C=CC.CP=O.

Last column: Mulliken charge in e.
Cartesian coordinates (Å):
H1 0.636 -1.927 0.036  0.298
O1 -2.332 -1.368 -0.595  -0.480
H2 -2.010 1.509 1.531  0.303
H3 2.681 -0.585 0.978  0.323
H4 -2.910 -0.021 1.907  0.323
H5 1.061 -0.072 -2.361  0.318
H6 -0.999 0.178 2.023  0.218
C1 1.011 -0.979 -0.445  -0.002
C2 1.837 -0.147 0.420  -0.589
P1 -1.781 -0.004 -0.401  0.460
H7 -0.202 -1.398 -1.989  0.369
C3 0.601 -0.724 -1.671  -0.940
C4 -1.985 0.369 1.444  -0.877
H8 2.035 0.813 -0.208  0.232
H9 1.152 0.113 1.234  0.043

***

Repeat the third record exactly.
This record from OMol25 describes a 2-piece molecular cluster, C4H9OP overall in a non-equilibrium geometry. The level of theory is wB97M-V/def2-TZVPD.

The electronic energy comes out at -574.32963 Ha. Its largest force on an atom is 2.53 eV/A. The HOMO-LUMO gap is 8.7 eV. The energy above the lowest of the compared OMol25 structures with the same formula, charge and spin is 30.7 kcal per mole. As for the spin multiplicity: 1. As for the structure (SMILES): C=CC.CP=O.

Last column: Mulliken charge in e.
Cartesian coordinates (Å):
H1 0.636 -1.927 0.036  0.298
O1 -2.332 -1.368 -0.595  -0.480
H2 -2.010 1.509 1.531  0.303
H3 2.681 -0.585 0.978  0.323
H4 -2.910 -0.021 1.907  0.323
H5 1.061 -0.072 -2.361  0.318
H6 -0.999 0.178 2.023  0.218
C1 1.011 -0.979 -0.445  -0.002
C2 1.837 -0.147 0.420  -0.589
P1 -1.781 -0.004 -0.401  0.460
H7 -0.202 -1.398 -1.989  0.369
C3 0.601 -0.724 -1.671  -0.940
C4 -1.985 0.369 1.444  -0.877
H8 2.035 0.813 -0.208  0.232
H9 1.152 0.113 1.234  0.043